Formula: C11H37BBaN2O16P3
Source: the Open Molecules 2025 dataset
Level of theory: the ωB97M-V functional and the def2-TZVPD basis

Structure (XYZ):
```
71
Properties=species:S:1:pos:R:3:forces:R:3:lowdin_charge:R:1
Ba 0.1145 1.7340 1.1773 -0.01 -0.88 -0.91 1.98
P 4.1548 1.1152 0.4947 4.00 -2.01 -2.23 0.54
P -0.6054 2.7980 -2.6813 -0.39 -0.63 -0.02 0.51
P -2.6321 -0.4606 3.1151 -2.16 -2.88 1.50 0.42
O -2.0135 0.4245 2.1213 0.53 0.74 -0.69 -0.43
O -0.8627 2.5479 -1.1999 0.11 0.53 -2.15 -0.45
O -4.3646 -2.7429 -1.9252 1.22 0.62 0.92 0.07
O 2.1010 -4.3516 -0.1902 0.04 -0.05 0.43 0.08
O 4.8355 -0.3600 0.8641 -0.45 3.69 -0.51 -0.21
O 5.4065 2.1284 0.8781 -2.44 -1.96 0.22 -0.21
O -3.8258 -1.4453 2.6133 5.19 -0.17 1.53 -0.20
O 0.1529 1.5954 -3.4348 0.07 2.80 0.96 -0.19
O 2.8151 1.3350 1.0508 -0.43 0.73 0.88 -0.43
O -1.6294 -1.4492 3.8560 -0.56 0.71 -0.89 -0.19
O -3.7669 -3.3818 0.0574 0.63 1.29 -1.30 0.04
O -1.9436 3.0873 -3.5537 0.87 -1.23 2.05 -0.20
O 1.2090 -4.1359 1.7941 0.21 -0.23 -1.50 0.04
O 4.2037 1.1543 -1.1347 0.19 1.57 1.94 -0.19
O -3.3450 0.2678 4.3332 0.63 0.83 -1.02 -0.18
O 0.3207 4.0711 -2.9403 0.38 -1.37 -0.75 -0.20
N 1.1612 -4.3012 0.5663 -0.77 0.43 1.24 -0.41
N -3.5947 -2.6927 -0.9692 -1.65 -1.83 1.27 -0.41
C -2.3657 -1.8620 -1.0708 -0.51 0.26 -0.85 0.02
C 3.7241 0.1795 -2.0225 -0.49 -2.65 -0.42 -0.11
C 5.6461 2.3114 2.3227 -0.36 0.90 -0.28 -0.07
C 4.0583 -1.5191 0.8596 -1.03 -1.16 0.85 -0.12
C -4.9536 -1.0292 1.9977 -2.29 1.13 -0.78 -0.14
C -0.4591 0.3375 -3.5576 -0.42 -1.59 0.21 -0.10
C -0.8805 -2.4251 3.0853 0.34 -0.34 0.16 -0.07
C -2.5317 1.1987 5.0639 0.05 0.03 1.81 -0.09
C -1.8839 3.5890 -4.8671 0.89 1.78 -1.18 -0.10
C 0.0178 5.2602 -2.2527 -1.00 0.90 1.51 -0.10
C -0.2007 -4.4188 -0.0568 0.29 0.11 -0.77 0.05
B 0.5663 -0.6123 -0.3913 -0.07 -0.05 -0.22 -0.61
H -1.7075 -1.8359 -0.2024 -0.40 -0.59 -0.17 0.06
H -0.8819 3.9028 -5.1595 0.37 -0.29 0.25 0.09
H 0.1389 -0.4109 -3.0375 0.32 0.14 -0.21 0.08
H 3.0928 0.4629 -2.8647 0.01 1.25 0.40 0.09
H 0.8296 -1.4901 -0.9608 1.34 -2.93 -2.40 -0.02
H 0.1874 -2.2648 3.2337 -0.16 0.15 0.04 0.09
H -1.0908 -2.3706 2.0172 -0.12 0.10 0.13 0.05
H 4.5147 -0.4027 -2.4959 0.65 0.46 0.22 0.10
H -1.1299 -3.4128 3.4731 -0.09 0.13 -0.12 0.11
H 4.1761 -2.1095 -0.0490 0.21 0.07 0.09 0.10
H -0.3655 -5.4708 -0.2900 -0.01 0.05 0.24 0.11
H -0.0918 -3.8819 -0.9991 -0.14 -0.05 0.07 0.09
H -2.9506 2.1757 5.3051 -0.85 -0.09 -0.89 0.09
H 3.1411 -0.5989 -1.5303 -0.18 0.24 0.34 0.06
H -1.0055 -3.9869 0.5380 0.41 -0.27 0.24 0.07
H -5.5790 -0.6970 2.8264 -0.76 0.33 -0.59 0.10
H 6.5979 1.8974 2.6556 -0.04 -0.04 -0.53 0.10
H 0.4286 -0.9838 0.6123 -0.68 -1.14 4.36 -0.06
H -0.6937 5.9227 -2.7456 -0.03 -0.36 -0.58 0.10
H -1.5424 1.4102 4.6582 0.00 -0.51 -0.21 0.07
H -1.4142 0.2655 -3.0373 -0.26 0.34 -0.32 0.08
H -2.4053 4.5462 -4.8607 -0.54 -0.29 -0.16 0.10
H 4.3613 -2.0700 1.7500 0.06 -0.38 -0.28 0.10
H 5.6175 3.3952 2.4349 0.36 -0.08 0.19 0.09
H -2.4721 0.7539 6.0572 0.66 -0.10 -0.05 0.10
H -1.9616 -2.2974 -1.9847 0.73 0.38 0.19 0.11
H 1.2564 0.2170 -0.3728 3.02 2.69 -0.34 -0.13
H -0.4659 4.9567 -1.3242 0.05 0.37 0.29 0.07
H -0.3573 -0.2031 -0.7707 -3.75 1.58 -1.26 -0.09
H -5.4178 -1.8483 1.4486 0.09 -0.09 0.23 0.09
H -4.7397 -0.2382 1.2790 -0.25 0.27 -0.01 0.09
H -0.5425 0.0857 -4.6149 -0.15 0.09 0.10 0.11
H -2.2089 2.9540 -5.6913 -0.48 -0.45 0.69 0.10
H -2.6773 -0.8388 -1.2806 -0.11 -0.12 -0.08 0.10
H 4.8618 1.9331 2.9784 -0.18 -0.36 -0.37 0.08
H 0.8698 5.8910 -1.9991 0.43 -0.62 -0.35 0.10
H 2.9988 -1.3053 1.0003 -0.15 0.08 -0.18 0.07
```
Forces are in eV/Å.

Output
Gap between HOMO and LUMO: 9.47 eV
Charge: +1
Lowest unoccupied orbital energy: -3.25 eV

Formula: C11H37F3N14O10
Source: the Open Molecules 2025 dataset
Level of theory: the ωB97M-V functional and the def2-TZVPD basis

Structure (XYZ):
```
75
Properties=species:S:1:pos:R:3:forces:R:3:lowdin_charge:R:1
F 1.6782 -0.6275 -6.7500 -2.18 -0.31 -0.30 0.03
F 0.0265 -1.6857 -7.8940 1.21 -0.41 1.07 0.09
F -0.5050 -0.0203 -6.7981 0.15 1.42 0.63 0.12
O -0.0400 0.0107 4.1083 -0.28 0.28 1.39 -0.01
O -1.0758 -2.7147 -5.0860 2.40 2.45 -1.58 -0.27
O -0.3803 0.4770 1.2144 -0.69 1.14 1.03 0.21
O 1.9849 0.9330 0.2154 -3.37 -4.56 -1.04 0.08
O 3.6687 -1.1818 4.8286 -1.63 0.65 -1.08 -0.01
O -2.4822 0.6076 -0.2086 6.06 -0.17 -1.13 0.07
O -1.9206 -4.7237 -0.7046 0.13 -0.98 3.34 0.00
O 0.3925 -1.2739 -4.0713 0.22 1.16 -0.23 -0.16
O -0.8192 -2.0818 1.3071 5.07 6.00 -9.57 0.09
O -0.7903 3.1965 1.2089 -0.44 -0.99 1.48 0.03
N 0.5587 4.1682 -0.2644 2.09 1.16 -1.06 0.19
N -1.7951 -3.8873 1.9846 -0.58 -2.66 -0.82 0.19
N -0.8841 -2.9450 -1.6537 1.56 1.98 2.13 0.20
N 4.6728 -0.8704 2.9527 5.64 0.90 -3.63 0.15
N -4.2924 0.7677 0.8681 -2.65 1.61 4.27 0.18
N 3.6964 2.1905 -0.2249 3.71 1.41 -3.02 0.21
N -2.1951 -4.2423 -2.8066 -1.04 0.16 -1.33 0.17
N 0.4238 2.0921 3.7522 -2.63 8.55 -5.97 0.16
N -1.4599 -2.1675 3.2852 -1.45 1.29 5.86 0.21
N 1.5882 1.2008 5.1942 1.32 -0.53 2.81 0.19
N 2.4960 -1.0644 2.8127 -1.16 -0.47 1.07 0.20
N 2.4809 2.5924 1.5219 -0.05 3.01 2.68 0.18
N -1.5619 4.5554 -0.3398 -4.50 2.38 -1.68 0.21
N -4.3885 0.0328 -1.1413 -3.31 -1.95 -4.75 0.23
C 2.6715 1.8529 0.4646 -0.30 0.37 1.48 -0.82
C 0.5283 1.0713 4.4318 0.64 -7.20 0.62 -0.74
C 3.5987 -1.0724 3.5786 -3.25 -0.81 4.59 -0.75
C -3.6497 0.4390 -0.2144 0.50 1.34 2.28 -0.81
C 0.1140 -1.9878 -5.3109 -2.87 -2.28 0.86 -0.38
C -1.6844 -3.9670 -1.6174 -1.58 -2.66 -2.84 -0.77
C 0.1067 0.1269 -3.9523 0.69 -0.94 0.50 -0.25
C -0.6339 3.9699 0.2788 3.25 -2.97 2.08 -0.77
C 0.3152 -1.0511 -6.7170 0.02 -1.69 1.09 -0.46
C 0.5797 0.4781 -2.5155 -0.19 0.11 -1.28 -0.07
C -1.3260 -2.6589 2.1448 -3.02 -5.89 2.92 -0.85
H 0.1455 -0.2569 -1.8378 0.42 -0.12 0.07 0.05
H -4.0116 -0.4537 -1.9422 -0.33 0.25 -0.08 0.15
H -5.3697 0.2013 -0.9713 0.10 -0.85 -0.87 0.13
H 1.3890 3.9156 0.2523 -0.34 0.22 -0.11 0.07
H 4.7409 -1.2345 2.0131 0.61 0.85 0.00 0.12
H -5.2461 1.0947 0.8081 0.10 -0.24 0.35 0.11
H 0.5330 5.0031 -0.8322 1.18 -0.28 -0.15 0.11
H -1.5926 -4.2950 1.0829 -0.31 -0.31 -0.68 0.06
H 0.7867 2.9871 4.0476 -0.28 -0.16 0.20 0.14
H -2.0191 -4.5632 2.7009 0.07 0.58 0.09 0.11
H 1.7230 2.4559 2.1754 0.10 -0.09 -0.20 0.08
H -1.0274 0.8225 0.5951 -1.76 1.09 -0.90 0.06
H -0.7432 -2.7204 -0.6791 0.75 1.32 -0.18 0.08
H -0.9514 0.3450 -4.0967 -0.11 0.02 -0.20 0.11
H -1.0986 -1.2391 3.4515 -0.07 -0.16 0.95 0.07
H 1.8776 0.3865 5.7169 0.78 0.22 -0.18 0.12
H -1.9027 -3.5697 -3.5010 -0.22 -0.58 -1.59 0.05
H 5.2872 -0.2130 3.4113 0.64 -0.79 -0.52 0.13
H 2.1735 1.8993 4.7587 0.95 -0.79 1.22 0.11
H -0.5303 -0.4595 1.0663 0.21 -3.01 0.52 0.07
H 0.7415 0.5673 -4.7212 -0.32 0.90 0.16 0.10
H 2.5420 -1.1201 1.8052 -0.38 0.14 0.33 0.11
H 1.6663 -1.1442 3.3830 -0.64 -0.35 -0.78 0.09
H 0.9602 -2.6747 -5.3243 0.38 -0.03 -0.57 0.12
H 3.0612 3.4179 1.5644 -0.24 -0.12 0.85 0.12
H -3.7241 1.1821 1.5930 -0.25 0.06 -0.16 0.12
H -1.8246 -2.8775 3.9041 0.10 1.31 1.08 0.13
H -2.7108 -5.0996 -2.9450 0.26 0.50 -0.17 0.11
H -1.3102 5.3471 -0.9143 -1.05 -0.16 -0.01 0.13
H 1.6674 0.4615 -2.5838 -0.01 -0.35 0.62 0.06
H -0.1430 2.1499 2.9182 -0.54 -0.08 0.17 0.08
H -2.4527 4.3702 0.0986 -0.33 0.73 -0.64 0.14
H 0.2865 1.4607 -2.1458 -0.17 0.21 -0.28 0.06
H 3.8634 1.6698 -1.0742 0.03 0.34 -0.04 0.14
H 0.4833 0.7892 0.9347 2.08 -0.01 -0.78 0.06
H 3.9669 3.1615 -0.1605 0.56 -0.40 -0.47 0.12
H -0.9341 -2.3064 -2.4345 0.50 0.21 0.05 0.09
```
Forces are in eV/Å.

Output
Gap between HOMO and LUMO: 5.24 eV
Lowest unoccupied orbital energy: -0.83 eV

Formula: C11H37N8O8
Source: the Open Molecules 2025 dataset
Level of theory: the ωB97M-V functional and the def2-TZVPD basis

Structure (XYZ):
```
64
Properties=species:S:1:pos:R:3:forces:R:3:lowdin_charge:R:1
O -1.5247 -2.9486 -1.9830 0.20 0.14 -0.50 -0.08
O -2.6928 1.1874 -1.4709 -0.38 -0.25 -0.10 -0.13
O 0.0041 0.5719 -1.6620 0.01 0.68 0.43 -0.40
O 1.8739 5.3070 -1.6508 0.03 -0.10 0.28 -0.02
O -3.3082 -2.6103 0.3455 0.30 0.20 -0.03 0.01
O 5.1996 1.9662 -0.5631 0.33 -0.01 -0.34 -0.09
O -2.6948 1.0757 3.8840 0.17 -0.04 -0.04 0.00
O 3.6534 -3.5189 1.8236 -0.32 -0.22 -0.28 0.00
N 2.2399 3.3590 -0.5000 -0.40 0.22 0.18 0.15
N -0.8857 1.7535 2.6439 0.31 0.02 0.53 0.17
N 2.6370 -2.3591 0.1684 -0.17 0.18 -0.49 0.16
N 0.8218 3.3681 -2.2613 0.19 0.09 0.46 0.16
N -3.6304 -0.3780 0.7806 0.37 -0.65 -0.22 0.18
N -2.8920 2.7746 2.3864 -0.27 0.37 0.03 0.15
N 4.0500 -4.1020 -0.3393 -0.61 0.51 -0.59 0.15
N -3.6680 -1.9043 2.4819 0.02 0.42 -0.12 0.15
C 4.7959 0.6099 -0.4012 0.29 0.52 0.67 -0.30
C -2.9406 2.5703 -1.4565 0.25 -0.15 -0.03 -0.34
C 1.6436 4.1130 -1.4825 0.04 0.08 -0.86 -0.69
C -3.4795 -1.6894 1.1378 -0.77 0.00 0.18 -0.65
C 0.2383 0.2264 -0.3458 -0.24 0.46 -1.02 -0.36
C -2.1700 1.8253 3.0704 -0.22 -0.11 -0.58 -0.69
C -4.4306 2.8376 -1.6044 0.41 -0.54 0.56 -0.09
C -0.6680 -4.6400 -0.4306 1.04 -0.81 -0.18 -0.10
C -1.5453 -4.3049 -1.6341 0.12 0.02 0.77 -0.35
C 5.2101 0.0353 0.9532 0.26 -1.48 0.05 -0.08
C 3.4295 -3.3535 0.6283 0.97 0.04 1.07 -0.69
H -3.6407 -1.1050 3.0929 0.06 -0.20 0.27 0.07
H -4.8562 2.3025 -2.4520 0.11 0.16 -0.18 0.07
H -1.7202 0.9955 -1.5440 0.70 -0.01 -0.33 0.04
H -1.1170 -4.8975 -2.4486 -0.22 0.24 -0.28 0.10
H 0.3978 -4.5367 -0.6726 -0.10 0.36 -0.31 0.05
H 2.0525 2.3709 -0.4902 0.30 -0.05 0.21 0.07
H 3.7147 0.5170 -0.5307 0.01 -0.07 -0.19 0.09
H -3.8215 0.2862 1.5092 0.24 0.20 -0.11 0.07
H -4.5985 3.9112 -1.6714 -0.23 0.01 -0.01 0.07
H -2.6054 2.9635 -0.4864 0.03 0.34 -0.11 0.09
H -0.6035 -0.3790 0.0370 0.28 -0.12 0.51 0.06
H -3.7571 -2.8311 2.8470 0.15 -0.07 -0.09 0.09
H 5.3218 0.0615 -1.1789 -0.25 0.06 -0.22 0.11
H -2.4203 3.5076 1.8862 0.00 -0.06 -0.07 0.09
H 0.4089 3.7677 -3.0800 -0.03 0.11 0.05 0.10
H 5.9919 -0.7239 0.8310 0.12 0.18 -0.18 0.07
H -0.5032 2.4092 1.9881 -0.05 -0.12 -0.16 0.09
H -2.1434 -2.4696 -1.4166 -0.02 -0.16 0.22 0.05
H 4.6749 -4.8500 -0.1204 0.04 0.06 0.23 0.09
H -0.2773 1.0313 2.9816 -0.14 -0.09 0.06 0.11
H -4.8947 2.4187 -0.7066 -0.30 0.24 -0.06 0.06
H 4.7605 2.5234 0.0819 -0.12 -0.14 0.06 0.05
H 2.9648 3.7955 0.0323 0.00 -0.07 0.07 0.08
H 3.9295 -3.7928 -1.2867 0.20 -0.41 -0.13 0.09
H 2.1374 -1.7709 0.8084 0.03 -0.15 0.15 0.09
H 1.1889 -0.3300 -0.2139 -0.12 -0.13 0.09 0.02
H 0.3496 1.1226 0.3129 -0.10 -0.12 0.22 0.03
H 5.6353 0.7152 1.6885 -0.41 0.44 -0.13 0.07
H -3.8121 2.9983 2.7204 0.04 -0.10 0.17 0.10
H -2.5751 -4.6408 -1.4708 0.05 -0.06 0.07 0.10
H 4.4073 -0.5725 1.3771 -0.12 0.40 0.27 0.05
H 0.6957 2.3826 -2.0290 -0.60 -0.62 -0.38 0.05
H 2.5194 -2.1497 -0.8077 -0.18 -0.11 0.01 0.10
H -0.7686 -4.0922 0.5043 -0.72 0.04 -0.11 0.06
H -2.3805 3.0778 -2.2498 0.07 -0.02 0.04 0.11
H -3.1924 -0.0620 -0.0861 -0.32 0.30 0.15 0.07
H -0.7296 -5.7267 -0.2752 -0.34 0.13 0.40 0.06
```
Forces are in eV/Å.

Output
Gap between HOMO and LUMO: 7.12 eV
Charge: -1
Lowest unoccupied orbital energy: 2.51 eV